# 1
ORCA calculation (wB97M-V/def2-TZVPD) on a molecular structure, C13H39MnN14O29.

```
! wB97M-V def2-TZVPD RIJCOSX def2/J DEFGRID3
* xyz 1 6
Mn 0.710 0.017 0.955
N 1.117 -1.764 -1.019
O 0.111 -1.741 -0.306
O 1.170 -2.416 -2.018
O 2.077 -1.014 -0.676
C -1.014 -2.555 -4.403
N 0.284 -2.377 -5.291
O 0.332 -1.339 -5.962
O 1.106 -3.227 -5.178
H -0.833 -3.489 -3.864
H -1.878 -2.520 -5.049
H -0.953 -1.668 -3.771
C 2.415 -2.710 4.221
N 1.872 -1.376 3.668
O 1.355 -1.335 2.521
O 2.059 -0.402 4.362
H 1.551 -3.131 4.771
H 3.279 -2.583 4.857
H 2.576 -3.382 3.343
C 2.347 7.536 1.967
N 1.910 6.253 1.395
O 0.924 5.734 1.927
O 2.574 5.762 0.507
H 2.373 7.452 3.059
H 1.577 8.271 1.763
H 3.270 7.932 1.584
C -4.637 3.239 0.415
N -4.343 1.767 0.240
O -4.868 0.931 0.958
O -3.557 1.466 -0.649
H -4.664 3.669 -0.542
H -3.845 3.664 1.045
H -5.603 3.458 0.848
C 4.719 1.864 2.015
N 3.659 0.802 1.846
O 2.544 1.191 1.401
O 3.887 -0.364 2.084
H 4.794 2.216 0.981
H 5.574 1.388 2.426
H 4.318 2.668 2.625
C -3.674 1.456 -5.325
N -4.381 0.863 -4.142
O -4.571 1.613 -3.191
O -4.633 -0.316 -4.200
H -2.615 1.157 -5.200
H -3.770 2.530 -5.282
H -4.138 1.028 -6.207
C -0.912 2.683 -2.136
N -0.528 1.455 -1.476
O -0.727 0.395 -2.030
O -0.079 1.576 -0.314
H -0.461 3.498 -1.606
H -2.023 2.777 -1.987
H -0.696 2.635 -3.216
C -0.700 3.206 3.971
N -0.701 2.322 2.786
O 0.348 2.017 2.303
O -1.833 2.109 2.304
H -1.546 3.100 4.622
H -0.751 4.228 3.551
H 0.264 3.049 4.427
C 4.215 -3.169 -0.128
N 5.017 -4.158 0.767
O 5.914 -4.749 0.247
O 4.720 -4.160 1.918
H 4.952 -2.327 -0.142
H 3.282 -2.848 0.391
H 4.036 -3.569 -1.119
C -0.892 -5.014 0.751
N -0.081 -4.284 1.723
O 1.100 -4.242 1.524
O -0.707 -3.802 2.680
H -0.717 -4.621 -0.261
H -1.952 -4.852 0.952
H -0.477 -6.103 0.725
C -2.946 -1.359 3.056
N -1.647 -0.719 2.894
O -1.181 -0.601 1.727
O -1.051 -0.417 3.897
H -3.573 -0.890 2.316
H -3.360 -1.200 4.082
H -2.756 -2.374 2.667
C -3.906 -1.859 -1.155
N -4.359 -3.126 -0.443
O -5.076 -3.875 -1.060
O -4.021 -3.332 0.677
H -2.855 -2.081 -1.387
H -4.036 -1.059 -0.400
H -4.531 -1.709 -2.018
C 3.699 -0.282 -3.551
N 3.395 0.759 -2.561
O 4.228 1.049 -1.710
O 2.298 1.279 -2.628
H 3.502 0.101 -4.536
H 2.907 -0.983 -3.290
H 4.698 -0.690 -3.309
*
```

Electronic energy: -125629.6055 eV
Frontier orbital gap (spin up / spin down): 0.32967 / 0.34172 Eh
E_HOMO (spin up / spin down): -12.1 / -12.5 eV
Molecular weight: 910.46 g mol⁻¹
Expectation value of S²: 8.753

Atom charges from the Mulliken analysis, given in e for atoms 1 to 2:
1. Mn 1.7485
2. N 0.8393

# 2
ORCA calculation (wB97M-V/def2-TZVPD) on a single C4H9NS molecule.

```
! wB97M-V def2-TZVPD RIJCOSX def2/J DEFGRID3
* xyz 0 1
C 0.276 -1.797 0.617
C 0.416 -0.331 0.961
N 1.673 0.326 0.640
C 0.898 1.606 0.034
C -0.422 0.787 0.140
S -1.252 -0.206 -1.230
H 1.027 -2.545 1.079
H 0.110 -2.386 -0.336
H -0.663 -1.994 1.367
H 0.187 -0.552 2.204
H 2.170 0.512 1.433
H 1.215 1.849 -0.929
H 0.545 2.547 0.563
H -1.197 1.224 0.922
H -2.080 0.773 -1.612
*
```

Electronic energy: -16615.5830 eV
Frontier orbital gap: 0.36257 Eh
SMILES: C[C@H]1NC[C@H]1S
E_HOMO: -9.1 eV
Molecular weight: 103.19 g mol⁻¹
Energy relative to the best compared isomer or geometry (same formula, charge and spin): 373.5 kJ/mol

Atom charges from the Mulliken analysis, given in e for atoms 1 to 2:
1. C -1.1916
2. C 0.1140

# 3
ORCA calculation (wB97M-V/def2-TZVPD) on a molecular structure, C3ClO2.

```
! wB97M-V def2-TZVPD RIJCOSX def2/J DEFGRID3
* xyz -1 1
C 0.107 0.636 0.045
C -0.801 -0.406 0.236
C 1.109 -0.422 0.058
O 0.255 1.859 -0.114
O 1.839 -1.333 -0.171
Cl -2.509 -0.335 -0.053
*
```

Electronic energy: -19726.3295 eV
Frontier orbital gap: 0.25713 Eh
E_HOMO: -3.2 eV
Molecular weight: 103.48 g mol⁻¹
Energy relative to the best compared isomer or geometry (same formula, charge and spin): 267.6 kJ/mol

Atom charges from the Mulliken analysis, given in e for atoms 1 to 2:
1. C 0.4613
2. C -0.5468

# 4
ORCA calculation (wB97M-V/def2-TZVPD) on 2 unconnected molecules or ions with the total composition C4H14N4O.

```
! wB97M-V def2-TZVPD RIJCOSX def2/J DEFGRID3
* xyz 2 1
C 1.024 0.735 1.207
C -2.132 0.343 -1.292
C 2.822 -0.742 -0.731
C -1.542 -0.951 -0.639
N 1.397 1.045 0.006
N -1.437 -0.449 0.666
N -2.111 -0.649 1.706
N 1.966 0.359 -1.082
O 0.435 1.748 1.818
H 1.151 -0.183 1.597
H -2.984 0.807 -0.765
H -1.442 1.095 -1.581
H -2.410 -0.077 -2.238
H 2.882 -1.301 -1.684
H 3.748 -0.372 -0.396
H 2.388 -1.380 0.055
H -2.148 -1.786 -0.786
H -0.528 -1.156 -0.861
H 1.050 1.956 -0.329
H -2.053 0.033 2.468
H -2.392 -1.637 1.943
H 2.195 0.876 -1.901
H 0.121 1.685 2.820
*
```

Electronic energy: -12361.2598 eV
Frontier orbital gap: 0.26779 Eh
E_HOMO: -17.0 eV
Molecular weight: 134.18 g mol⁻¹
Energy relative to the best compared isomer or geometry (same formula, charge and spin): 46.6 kJ/mol

Atom charges from the Mulliken analysis, given in e for atoms 1 to 2:
1. C -0.0844
2. C -0.9991